[1]
A 4-piece molecular cluster, H8O4 overall. Source: the Open Molecules 2025 dataset; level of theory: ωB97M-V/def2-TZVPD.

Structure (XYZ):
```
12
Properties=species:S:1:pos:R:3:forces:R:3
O -1.372 -1.793 -2.026 2.4 -0.7 3.6
O -1.236 2.311 1.415 -0.2 -0.6 0.4
O 2.841 -0.839 0.528 -2.5 1.6 -0.2
O 0.216 -0.018 -0.287 2.7 -7.5 -2.7
H -0.425 -0.395 -0.922 0.6 0.0 0.2
H 3.312 -0.170 1.008 1.1 0.2 0.5
H -2.118 -1.920 -2.527 -2.8 -0.3 -2.0
H 1.978 -0.288 0.418 1.5 -2.0 -0.4
H -0.469 2.863 1.395 0.7 0.9 -0.5
H -1.534 -2.363 -1.216 0.4 1.0 -1.5
H -1.083 1.881 2.266 -0.5 -0.3 0.0
H -0.111 0.730 -0.052 -3.4 7.6 2.5
```
Forces are in eV/Å.

Calculated values
SMILES string   O.O.O.O
Kohn-Sham gap   11.128 eV
Molar mass   72.060 g mol⁻¹
Multiplicity   1

Löwdin atomic charge list, values in e, 2 entries: number 1, O, carries -0.03; number 2, O, carries -0.04

***

[2]
A 4-piece molecular cluster, H8O4 overall. Source: the Open Molecules 2025 dataset; level of theory: ωB97M-V/def2-TZVPD.

Structure (XYZ):
```
12
Properties=species:S:1:pos:R:3:forces:R:3
O -0.477 -0.410 -0.394 0.0 0.5 2.8
O 0.972 -0.464 -2.869 -1.8 2.2 -0.3
O 0.039 -1.168 2.419 1.0 -0.6 1.0
O -1.107 2.168 0.980 -0.2 0.4 0.6
H 1.482 -0.021 -2.215 0.7 1.3 0.8
H -0.332 1.604 0.960 0.2 -0.2 -0.1
H -1.109 2.564 1.869 0.0 -0.2 -0.5
H 1.379 -1.275 -2.864 1.4 -3.5 -0.5
H 0.914 -1.404 2.090 0.1 -0.3 0.4
H -0.259 -0.686 1.676 -1.1 0.8 -1.4
H -1.416 -0.273 -0.449 -0.4 0.1 -0.5
H -0.085 -0.635 -1.202 0.2 -0.5 -2.3
```
Forces are in eV/Å.

Calculated values
SMILES string   O.O.O.O
Kohn-Sham gap   11.559 eV
Molar mass   72.060 g mol⁻¹
Multiplicity   1

Löwdin atomic charge list, values in e, 2 entries: number 1, O, carries -0.02; number 2, O, carries 0.01

***

[3]
A 4-piece molecular cluster, H8O4 overall. Source: the Open Molecules 2025 dataset; level of theory: ωB97M-V/def2-TZVPD.

Structure (XYZ):
```
12
Properties=species:S:1:pos:R:3:forces:R:3
O 2.057 2.075 0.319 2.3 1.5 -2.8
O -0.303 -2.644 -0.045 0.7 -0.8 0.6
O -0.176 0.879 1.254 -0.8 -0.3 0.1
O -0.889 -0.113 -1.270 0.9 -0.3 1.5
H 2.701 2.156 0.999 -0.1 -0.3 1.0
H 1.225 1.742 0.525 -1.9 -1.1 1.7
H -0.372 0.245 1.959 0.2 0.2 -0.2
H -0.708 0.588 0.491 0.4 0.1 0.3
H -1.723 0.018 -1.654 -1.7 0.3 -1.0
H -0.471 -1.767 -0.337 0.0 1.4 -0.4
H -0.237 -0.099 -1.953 0.7 0.1 -0.7
H -1.105 -3.080 -0.288 -0.8 -0.8 -0.1
```
Forces are in eV/Å.

Calculated values
SMILES string   O.O.O.O
Kohn-Sham gap   10.772 eV
Molar mass   72.060 g mol⁻¹
Multiplicity   1

Löwdin atomic charge list, values in e, 2 entries: number 1, O, carries -0.04; number 2, O, carries -0.04

***

Which formula does entry 2 have? H8O4